Below is a cluster of 2 separate species, C11H11F3O in total at a distorted geometry, with properties calculated with ωB97M-V with the def2-TZVPD basis set.

XYZ file:
```
26
Properties=species:S:1:pos:R:3:forces:R:3
C -2.858414 -1.793417 0.269020 0.0 0.1 0.0
C -1.602252 -2.320090 0.015779 -0.1 -0.1 0.0
C -3.027292 -0.419364 0.333856 -0.2 0.0 0.1
C -0.521266 -1.482988 -0.186889 0.0 0.2 0.1
C -1.946858 0.422631 0.160307 0.1 -0.1 -0.1
C -0.679739 -0.101342 -0.113102 -0.4 -0.1 0.1
C 0.352090 1.774284 1.899554 -0.1 0.1 0.1
C 0.762128 1.812004 0.616547 0.0 0.0 -0.1
C 0.907888 0.995725 -1.769473 -0.1 0.6 0.0
C 0.405622 0.846600 -0.359202 1.4 -0.4 0.1
C 2.805373 -0.320312 0.358003 -0.1 0.0 0.1
O 0.998824 -0.199594 -2.489293 0.1 -0.4 -0.2
F 3.101022 -1.500195 -0.237667 -0.1 0.5 0.2
F 3.772644 0.562726 0.047631 -0.5 -0.4 0.2
F 2.774242 -0.497451 1.688282 0.0 0.1 -0.8
H -3.705731 -2.444556 0.419332 -0.1 -0.1 0.0
H -1.464404 -3.390479 -0.024822 0.0 -0.1 0.0
H -4.004994 0.000172 0.522976 -0.1 0.0 0.0
H 0.456830 -1.901751 -0.360305 0.1 0.0 -0.1
H -2.080166 1.495098 0.204115 0.0 0.0 0.0
H 0.691184 2.494705 2.620523 0.1 0.2 0.1
H -0.310562 1.002526 2.256745 -0.1 -0.1 0.0
H 1.465451 2.575237 0.306011 0.1 0.1 0.0
H 0.172520 1.604856 -2.317582 0.1 0.0 0.0
H 1.861330 1.542756 -1.775653 -0.2 0.0 0.1
H 1.674536 -0.757788 -2.084696 0.0 0.1 0.0
```
Forces are in eV/Å.

The value obtained for the LUMO energy (spin up / spin down) is -0.90 / -0.63 eV. For the total energy, the calculation gives -21781.9484 eV. Its HOMO energy (spin up / spin down) is -7.78 / -9.50 eV. For the HOMO-LUMO gap (spin up / spin down), the calculation gives 6.9 / 8.9 eV. For the energy relative to the best compared isomer or geometry (same formula, charge and spin), the calculation gives 26.9 kcal/mol. The spin multiplicity is 1.